No. 1
# C19H43P3S2Sn

A structure of composition C19H43P3S2Sn (the ωB97M-V functional and the def2-TZVPD basis, the OMol25 dataset).

```
! wB97M-V def2-TZVPD RIJCOSX def2/J DEFGRID3
* xyz 4 1
Sn -0.03 0.32 1.17
P -0.72 2.05 2.48
P -2.17 -0.34 0.57
P 2.17 1.10 0.91
H -0.03 -2.49 -8.26
C 0.99 -2.73 -7.98
C 1.33 -3.93 -7.53
H 0.60 -4.73 -7.42
C -1.19 3.57 1.55
C -2.21 1.92 3.57
C 0.42 2.77 3.75
C -2.36 -1.84 -0.49
C -3.48 -0.77 1.82
C -3.09 0.88 -0.46
C 3.32 0.28 -0.27
C 3.38 1.31 2.30
C 2.19 2.82 0.26
H 1.73 -1.93 -8.09
H 2.35 -4.17 -7.25
H -1.48 4.39 2.23
H -2.03 3.32 0.89
H -0.36 3.89 0.93
H -2.26 2.79 4.24
H -2.14 1.02 4.19
H -3.12 1.88 2.98
H -0.11 3.52 4.35
H 1.28 3.24 3.28
H 0.78 1.98 4.41
H -3.41 -2.15 -0.50
H -1.73 -2.64 -0.10
H -2.03 -1.61 -1.50
H -4.44 -0.33 1.52
H -3.22 -0.42 2.82
H -3.60 -1.86 1.85
H -3.92 0.41 -1.00
H -2.39 1.30 -1.18
H -3.47 1.69 0.16
H 4.29 0.79 -0.26
H 2.90 0.32 -1.28
H 3.47 -0.76 0.03
H 4.15 2.03 2.00
H 3.87 0.36 2.52
H 2.89 1.68 3.20
H 3.19 3.09 -0.11
H 1.90 3.51 1.06
H 1.46 2.91 -0.55
C 0.60 -1.05 -2.07
C 0.45 0.23 -2.63
C 0.23 0.40 -4.00
C 0.16 -0.70 -4.85
C 0.31 -1.99 -4.31
C 0.53 -2.16 -2.95
S 0.86 -1.38 -0.36
H -0.27 1.40 -0.05
H 0.52 1.09 -1.97
H 0.12 1.40 -4.40
H -0.01 -0.57 -5.91
H 0.26 -2.86 -4.96
H 0.65 -3.16 -2.53
C 1.15 -1.82 4.65
S 0.46 -1.02 3.16
C -0.74 -2.37 2.91
H 1.91 -1.13 5.07
H 1.66 -2.77 4.41
H 0.37 -1.91 5.44
H -0.35 -3.34 3.29
H -1.70 -2.14 3.40
H -0.84 -2.58 1.84
*
```

Properties
Energy above the lowest of the compared OMol25 structures with the same formula, charge and spin: 1.306 eV
Kohn-Sham gap (alpha / beta): 5.75 / 4.39 eV

No. 2
# C19H44AlBN2O6

A structure of composition C19H44AlBN2O6 (the ωB97M-V functional and the def2-TZVPD basis, the OMol25 dataset).

```
! wB97M-V def2-TZVPD RIJCOSX def2/J DEFGRID3
* xyz 0 1
C -0.09 -2.70 -2.06
C -1.48 -2.16 -1.77
O -1.41 -1.01 -0.97
C -2.16 -1.02 0.23
C -1.25 -1.13 1.46
O -0.25 -2.06 1.23
Al 0.53 -2.87 2.66
C -0.29 -2.36 4.43
C 0.30 -1.08 5.04
N -0.74 -0.19 5.63
C 2.53 -2.47 2.61
C 3.11 -2.71 1.22
C 3.13 -1.46 0.34
O 2.15 -0.49 0.70
B 0.27 -5.02 2.36
O 1.41 -5.83 2.32
O -0.95 -5.64 2.25
C -1.93 -4.97 1.47
H -0.14 -3.73 -2.38
H 0.42 -2.10 -2.80
H 0.49 -2.68 -1.14
H -1.95 -1.89 -2.72
H -2.07 -2.96 -1.31
H -2.90 -1.81 0.25
H -2.71 -0.08 0.27
H -0.81 -0.14 1.61
H -1.89 -1.40 2.30
H -1.38 -2.28 4.42
H -0.07 -3.18 5.12
H 0.92 -0.54 4.33
H 0.95 -1.36 5.86
H -1.63 -0.39 5.19
H -0.52 0.77 5.39
H 2.98 -3.13 3.35
H 2.68 -1.45 2.95
H 4.15 -3.05 1.31
H 2.58 -3.50 0.69
H 4.11 -0.99 0.34
H 2.87 -1.76 -0.68
H 2.42 -0.08 1.52
H 1.79 -5.89 3.19
H -2.62 -5.72 1.10
H -2.50 -4.27 2.09
H -1.50 -4.45 0.63
C -1.50 3.93 -4.10
C -1.13 4.50 -2.71
C 0.19 5.29 -2.78
C 1.43 4.41 -2.91
C 1.48 3.34 -1.82
C 0.22 2.47 -1.77
N -0.97 3.40 -1.69
O -1.22 3.78 -0.54
C 0.14 1.55 -3.01
C 0.24 1.54 -0.58
C -2.27 5.44 -2.31
H -2.09 3.02 -4.01
H -2.11 4.65 -4.65
H -0.63 3.71 -4.72
H 0.28 5.91 -1.89
H 0.12 5.97 -3.63
H 1.48 3.96 -3.90
H 2.32 5.04 -2.82
H 2.33 2.68 -1.97
H 1.62 3.82 -0.85
H -0.81 1.02 -3.04
H 0.93 0.81 -2.94
H 0.28 2.07 -3.95
H 0.41 2.07 0.36
H 1.06 0.83 -0.68
H -0.68 0.97 -0.50
H -3.20 4.89 -2.19
H -2.40 6.18 -3.09
H -2.06 5.97 -1.38
*
```

Properties
Kohn-Sham gap: 1.73 eV

no.,F_max (eV/Å)
1,8.38
2,4.72